Below is a molecular structure, C18H45B2Cd2F8KN3O8S2 in a non-equilibrium geometry, with properties calculated with ωB97M-V/def2-TZVPD.

Kohn-Sham gap: 0.256 Ha
Total charge: -1
2S+1: 1

Last column: Mulliken charge in e.
Positions of all 89 atoms, in Å:
K: 0.879 2.580 4.244  1.06
Cd: -1.651 -1.249 3.694  1.25
Cd: 0.192 0.274 0.576  4.75
S: 0.892 -0.627 2.884  1.30
O: -0.317 0.039 2.441  -0.89
O: 0.288 -1.774 3.531  -1.04
O: 1.465 -0.785 1.550  -0.58
O: 1.662 0.193 3.711  -0.92
S: -2.441 1.003 4.634  1.06
O: -1.786 2.241 4.148  -0.60
O: -1.538 0.003 5.141  -0.76
O: -3.519 1.377 5.532  -0.70
O: -2.994 0.210 3.618  -0.83
B: 0.018 2.980 0.757  -0.54
F: 0.525 3.899 -0.072  -0.33
F: -0.673 2.060 0.005  -0.38
F: 1.015 2.249 1.373  -0.51
F: -0.751 3.673 1.631  -0.33
B: -1.805 -1.672 0.528  -0.56
F: -0.541 -1.701 0.017  -0.21
F: -2.148 -0.359 0.561  -0.25
F: -2.690 -2.523 -0.141  -0.34
F: -1.853 -2.050 1.909  -0.51
C: 3.627 -6.310 -2.478  -1.43
C: 3.378 -5.397 -1.291  -0.15
N: 2.539 -6.015 -0.238  0.06
C: 3.320 -7.023 0.469  -0.33
C: 2.646 -7.720 1.657  -1.44
C: 1.883 -4.969 0.631  -0.96
C: 2.916 -4.109 1.317  -0.50
H: 2.673 -6.776 -2.722  0.38
H: 4.254 -7.191 -2.346  0.33
H: 3.740 -5.636 -3.327  0.40
H: 4.326 -4.991 -0.937  0.32
H: 2.713 -4.599 -1.622  0.18
H: 3.611 -7.838 -0.194  0.34
H: 4.252 -6.582 0.825  0.38
H: 1.706 -8.188 1.363  0.33
H: 3.330 -8.459 2.073  0.44
H: 2.525 -7.094 2.541  0.29
H: 1.170 -5.476 1.282  0.39
H: 1.185 -4.396 0.021  0.41
H: 3.350 -3.383 0.630  0.10
H: 3.612 -4.715 1.899  0.34
H: 2.538 -3.401 2.055  0.07
C: -4.148 6.985 1.248  -1.31
C: -4.647 5.984 0.202  -0.42
N: -3.864 4.713 0.144  0.19
C: -2.629 4.894 -0.661  0.52
C: -2.902 5.432 -2.110  -1.39
C: -4.693 3.699 -0.485  -0.56
C: -4.016 2.227 -0.600  -0.94
H: -4.201 6.633 2.278  0.30
H: -4.886 7.786 1.215  0.42
H: -3.157 7.422 1.124  0.31
H: -5.654 5.757 0.552  0.40
H: -4.759 6.420 -0.790  0.36
H: -1.928 5.533 -0.124  0.59
H: -2.089 3.981 -0.911  -1.11
H: -2.233 5.129 -2.915  0.39
H: -3.870 5.151 -2.526  0.32
H: -2.833 6.520 -2.099  0.34
H: -5.011 3.958 -1.494  0.29
H: -5.641 3.502 0.015  0.46
H: -3.106 2.174 -1.197  -0.07
H: -4.779 1.461 -0.739  0.48
H: -3.640 1.903 0.370  0.36
C: -0.847 0.311 -2.615  -1.49
C: 0.581 -0.328 -2.429  -0.65
N: 1.348 0.366 -1.419  1.46
C: 1.688 1.698 -1.898  -0.98
C: 2.393 1.793 -3.339  -1.80
C: 2.575 -0.438 -1.238  -0.72
C: 3.600 0.267 -0.271  -1.52
H: -1.270 -0.072 -3.544  0.59
H: -0.813 1.375 -2.850  0.24
H: -1.624 0.182 -1.861  0.15
H: 0.357 -1.361 -2.163  0.19
H: 1.031 -0.465 -3.412  0.63
H: 2.237 2.203 -1.103  0.72
H: 0.885 2.431 -1.817  0.14
H: 3.051 1.027 -3.749  0.32
H: 3.075 2.644 -3.342  0.43
H: 1.764 2.029 -4.197  0.39
H: 2.444 -1.413 -0.769  0.22
H: 2.934 -0.646 -2.246  0.67
H: 4.293 -0.488 0.100  0.40
H: 4.223 0.999 -0.785  0.41
H: 3.237 0.851 0.574  0.13



Below is 3 unconnected molecules or ions with the total composition C18H45BClNO10P2 in a non-equilibrium geometry, with properties calculated with ωB97M-V/def2-TZVPD.

Kohn-Sham gap: 0.320 Ha
Total charge: 0
2S+1: 1
SMILES: C[C@H](O)COB(Cl)CCCN.CCOP(=O)(OCC)OCC.CCOP(=O)(OCC)OCC

Last column: Mulliken charge in e.
Positions of all 78 atoms, in Å:
C: 3.273 0.729 -1.452  -0.66
C: 3.337 -0.352 -2.587  0.28
O: 4.262 0.050 -3.615  -0.57
C: 1.923 -0.680 -3.242  -0.47
O: 0.941 -0.627 -2.190  -0.06
B: -0.080 0.319 -2.441  0.13
Cl: -1.712 -0.361 -2.987  -0.34
C: 0.022 1.912 -2.262  -0.49
C: 0.679 2.686 -3.489  0.01
C: 1.565 3.908 -2.972  -0.77
N: 2.898 4.029 -3.610  -0.71
H: 4.277 0.840 -0.952  0.38
H: 2.944 1.721 -1.878  -0.20
H: 2.558 0.470 -0.622  0.17
H: 3.697 -1.324 -2.145  0.26
H: 3.913 0.892 -3.941  0.37
H: 1.975 -1.737 -3.637  0.20
H: 1.681 -0.033 -4.124  0.37
H: -1.038 2.288 -2.175  0.15
H: 0.593 2.142 -1.321  0.25
H: 1.341 2.062 -4.140  -0.03
H: -0.147 3.139 -4.106  0.43
H: 0.975 4.856 -3.129  0.34
H: 1.748 3.861 -1.859  0.35
H: 2.920 3.629 -4.547  0.28
H: 3.532 3.476 -3.027  0.34
C: -4.472 4.030 4.296  -1.09
C: -4.342 2.889 3.304  -0.19
O: -5.275 3.030 2.238  -0.38
P: -4.818 3.630 0.753  1.07
O: -3.476 2.920 0.592  -0.72
O: -5.720 2.659 -0.229  -0.36
C: -5.115 1.963 -1.315  -0.22
C: -4.862 0.519 -0.931  -0.96
O: -6.167 4.662 0.752  -0.37
C: -6.180 5.798 1.604  -0.07
C: -4.985 6.702 1.390  -1.14
H: -4.185 4.978 3.834  0.22
H: -3.827 3.865 5.161  0.41
H: -5.503 4.130 4.642  0.26
H: -3.313 2.826 2.949  0.26
H: -4.572 1.945 3.805  0.33
H: -4.197 2.456 -1.641  0.21
H: -5.812 1.997 -2.157  0.36
H: -4.264 0.442 -0.020  0.25
H: -4.344 -0.014 -1.731  0.27
H: -5.806 0.009 -0.726  0.32
H: -6.262 5.480 2.645  0.16
H: -7.094 6.351 1.373  0.33
H: -4.047 6.179 1.604  0.34
H: -5.046 7.577 2.040  0.36
H: -4.939 7.039 0.352  0.33
C: 3.814 -7.731 2.731  -1.07
C: 2.546 -7.024 2.288  -0.26
O: 2.696 -5.611 2.367  -0.37
P: 3.013 -4.692 1.015  1.12
O: 2.079 -5.372 0.018  -0.75
O: 2.081 -3.372 1.350  -0.41
C: 1.159 -2.868 0.386  0.14
C: -0.244 -3.339 0.715  -1.28
O: 4.241 -3.874 1.857  -0.32
C: 5.466 -4.539 2.128  -0.10
C: 6.128 -5.076 0.877  -1.12
H: 4.633 -7.526 2.038  0.21
H: 3.661 -8.812 2.766  0.40
H: 4.125 -7.390 3.721  0.27
H: 2.271 -7.358 1.287  0.29
H: 1.727 -7.296 2.959  0.34
H: 1.449 -3.152 -0.627  0.27
H: 1.194 -1.777 0.435  0.14
H: -0.295 -4.427 0.794  0.30
H: -0.955 -3.012 -0.047  0.35
H: -0.560 -2.941 1.683  0.33
H: 5.305 -5.326 2.867  0.17
H: 6.126 -3.803 2.594  0.33
H: 5.492 -5.814 0.375  0.34
H: 7.079 -5.554 1.122  0.37
H: 6.314 -4.271 0.163  0.32



Below is a molecular structure, C18H45Cl4N3O10Tl in a non-equilibrium geometry, with properties calculated with ωB97M-V/def2-TZVPD.

Kohn-Sham gap: 0.122 Ha
Total charge: -1
2S+1: 1

Last column: Mulliken charge in e.
Positions of all 81 atoms, in Å:
Tl: -25.898 20.841 -28.967  0.51
Cl: -27.507 23.757 -28.102  -0.52
Cl: -24.059 18.699 -26.811  -0.43
Cl: -26.352 17.348 -29.804  -0.34
Cl: -22.419 19.905 -31.323  1.75
O: -22.140 21.083 -32.112  -0.77
O: -23.707 19.421 -31.630  -0.59
O: -21.478 18.883 -31.615  -0.74
O: -22.363 20.177 -29.930  -0.59
C: -29.339 21.918 -30.987  -0.75
O: -28.716 20.926 -30.116  0.33
C: -29.678 20.623 -29.096  -0.54
C: -29.297 19.460 -28.225  -1.13
N: -28.144 19.646 -27.291  0.12
C: -28.432 20.596 -26.243  -0.51
C: -27.269 20.632 -25.274  -0.85
O: -26.148 21.313 -25.848  0.13
C: -25.216 21.683 -24.851  -0.72
H: -30.210 21.507 -31.498  0.35
H: -28.589 22.211 -31.721  0.07
H: -29.675 22.857 -30.547  0.31
H: -30.609 20.265 -29.535  0.35
H: -29.854 21.493 -28.463  0.34
H: -29.167 18.526 -28.772  0.33
H: -30.232 19.328 -27.680  0.46
H: -28.209 18.755 -26.819  0.19
H: -29.322 20.319 -25.677  0.44
H: -28.573 21.617 -26.597  0.13
H: -26.900 19.639 -25.019  0.30
H: -27.590 21.158 -24.375  0.43
H: -25.641 22.301 -24.060  0.33
H: -24.379 22.165 -25.355  0.05
H: -24.684 20.840 -24.410  0.30
C: -27.343 19.708 -32.432  -0.82
O: -26.597 20.770 -31.886  0.24
C: -26.059 21.741 -32.763  -1.01
C: -25.542 23.016 -32.018  -0.91
N: -24.610 22.739 -30.979  0.17
C: -24.295 23.994 -30.253  -0.72
C: -23.127 23.736 -29.280  -0.92
O: -23.496 22.652 -28.322  0.21
C: -22.469 22.461 -27.348  -0.99
H: -26.619 18.914 -32.615  0.19
H: -27.842 19.975 -33.363  0.34
H: -28.003 19.261 -31.689  0.13
H: -26.647 22.006 -33.642  0.48
H: -25.213 21.275 -33.266  0.52
H: -26.432 23.503 -31.620  0.40
H: -25.194 23.704 -32.789  0.47
H: -23.762 22.517 -31.481  0.00
H: -25.165 24.401 -29.739  0.29
H: -23.866 24.764 -30.894  0.37
H: -22.747 24.650 -28.824  0.46
H: -22.300 23.418 -29.915  0.43
H: -22.392 23.375 -26.758  0.38
H: -21.551 22.342 -27.922  0.33
H: -22.592 21.596 -26.697  0.22
C: -24.848 12.941 -30.694  -0.83
O: -24.454 14.164 -30.055  -0.24
C: -23.276 14.691 -30.701  -0.89
C: -22.830 16.131 -30.303  -0.35
N: -22.686 16.317 -28.894  0.03
C: -21.452 15.616 -28.394  -0.79
C: -21.204 16.029 -26.927  -0.54
O: -22.150 15.461 -26.041  -0.26
C: -21.611 15.311 -24.689  -0.80
H: -25.080 13.096 -31.748  0.33
H: -25.813 12.578 -30.338  0.26
H: -24.081 12.181 -30.550  0.31
H: -23.401 14.666 -31.783  0.45
H: -22.411 14.068 -30.470  0.34
H: -23.512 16.805 -30.822  0.13
H: -21.919 16.366 -30.854  0.39
H: -22.464 17.299 -28.813  0.10
H: -20.616 15.957 -29.005  0.39
H: -21.478 14.534 -28.528  0.35
H: -21.140 17.115 -26.859  0.34
H: -20.206 15.629 -26.748  0.44
H: -21.293 16.278 -24.300  0.30
H: -20.686 14.734 -24.714  0.33
H: -22.338 14.753 -24.098  0.25